{"formula": "C3H4ClF", "method": "ωB97M-V/def2-TZVPD", "elements": ["C", "C", "C", "F", "Cl", "H", "H", "H", "H"], "xyz": [[-0.253362, -0.769519, -0.066819], [-0.782492, 0.575800, -0.581212], [0.741710, -0.048901, 0.608270], [-1.765647, 1.170025, 0.122425], [2.291034, 0.293784, -0.195924], [-0.792997, -1.317046, 0.623566], [0.083704, -1.269552, -0.883228], [-0.102930, 1.198915, -1.249134], [0.580982, 0.166493, 1.622059]], "forces_ev_per_angstrom": [[-0.748, 1.285, -1.184], [2.857, -0.350, 2.059], [0.524, 2.468, -1.923], [0.242, 0.173, -0.454], [-0.770, -0.314, 0.802], [-1.861, -1.100, 0.766], [0.818, -2.169, -2.118], [-1.521, -0.684, 0.960], [0.459, 0.692, 1.090]], "relative_energy_kcal_mol": 62.68, "e_lumo_ev": 0.9, "homo_lumo_gap_ha": 0.330}

***

{"formula": "C3H4ClF", "method": "ωB97M-V/def2-TZVPD", "elements": ["C", "C", "C", "H", "H", "H", "H", "F", "Cl"], "xyz": [[-0.269826, 1.587957, -0.025685], [-0.054302, 0.048553, -0.086182], [-0.959293, -0.922230, -0.027563], [-0.079268, 1.961221, 0.996754], [0.570198, 1.949388, -0.503695], [-1.204253, 2.076325, -0.421941], [-0.996949, -2.046449, -0.150418], [-2.131180, -0.309402, 0.060044], [1.681848, -0.320091, 0.022087]], "forces_ev_per_angstrom": [[-1.363, -1.071, 1.161], [1.646, 0.284, 0.581], [0.787, 0.378, -0.600], [-0.504, -0.446, -0.106], [1.537, 1.059, -1.553], [0.885, -1.121, 0.336], [0.420, 1.708, 0.371], [-2.698, -0.622, 0.073], [-0.711, -0.169, -0.264]], "relative_energy_kcal_mol": 17.62, "smiles": "C/C(Cl)=C\\F", "e_lumo_ev": 1.0, "homo_lumo_gap_ha": 0.381}

***

{"formula": "C3H4ClF", "method": "ωB97M-V/def2-TZVPD", "elements": ["C", "C", "C", "F", "Cl", "H", "H", "H", "H"], "xyz": [[0.129365, 0.273979, -0.455489], [-0.905995, -1.037796, 0.338464], [1.342760, 0.899862, -0.396453], [-1.978119, -0.065562, 0.630461], [2.420851, 0.143073, 0.726992], [-1.672601, -1.445389, -0.177170], [-0.626749, 0.814497, -1.044065], [-0.323936, -1.450001, 1.141059], [1.614424, 1.867335, -0.763797]], "forces_ev_per_angstrom": [[-1.341, -0.127, -0.768], [2.606, 6.810, -0.400], [-2.774, -3.135, 1.765], [0.916, 0.336, 2.035], [1.047, 0.135, 0.104], [-0.271, -3.642, -3.008], [0.351, -0.330, 0.074], [-0.503, -0.196, 0.569], [-0.031, 0.150, -0.370]], "relative_energy_kcal_mol": 70.95, "smiles": "FC/C=C\\Cl", "e_lumo_ev": 0.9, "homo_lumo_gap_ha": 0.386}

***

{"formula": "C3H4ClFO", "method": "ωB97M-V/def2-TZVPD", "elements": ["C", "C", "C", "H", "H", "H", "H", "O", "F", "Cl"], "xyz": [[0.397741, -0.613800, 0.078268], [-0.459185, 0.599925, 0.064735], [-1.935084, 0.265713, 0.078495], [0.136104, -1.188982, 1.079004], [0.140527, -1.305182, -0.702952], [-2.339855, 0.834140, -0.667222], [-2.301376, 0.446392, 1.099013], [-0.108006, 1.753134, -0.073921], [-2.091978, -1.092237, -0.132831], [2.119742, -0.264255, -0.020587]], "forces_ev_per_angstrom": [[0.345, -1.151, 2.574], [-0.080, 1.147, -1.040], [1.685, -1.430, 2.800], [0.717, 1.092, -1.880], [-0.209, -0.099, -0.394], [-1.694, 1.317, -1.809], [-0.268, 0.415, -0.443], [-0.069, -1.085, 0.475], [-0.483, -0.216, -0.381], [0.055, 0.010, 0.099]], "relative_energy_kcal_mol": 5.18, "smiles": "O=C(CF)CCl", "e_lumo_ev": 0.7, "homo_lumo_gap_ha": 0.407}

***

| no. | molar mass (g/mol) |
| --- | --- |
| 1 | 94.5 |
| 2 | 94.5 |
| 3 | 94.5 |
| 4 | 110.5 |